No. 1
Formula: C30H39As2F5IrNO5S2SbTe
Source: OMol25
Level of theory: ωB97M-V/def2-TZVPD

Results
HOMO-LUMO gap (spin up / spin down) ... 7.38 / 6.03 eV
Total energy ... -7976.80902 hartree
Maximum force ... 1.13 eV Å⁻¹

Structure (ORCA input):
```
! wB97M-V def2-TZVPD RIJCOSX def2/J DEFGRID3
* xyz 2 2
Ir 0.7314 -1.2203 1.4847
O 1.5828 -0.5248 -0.3384
As 2.6266 -0.3178 -1.6373
C 4.0622 -1.5510 -1.3147
C 4.6622 -1.5348 -0.0543
C 5.6391 -2.4732 0.2472
C 6.0143 -3.4176 -0.7049
C 5.4276 -3.4173 -1.9616
C 4.4501 -2.4782 -2.2731
C 1.7339 -0.7166 -3.2785
C 1.9456 0.1015 -4.3841
C 1.3346 -0.2147 -5.5904
C 0.5255 -1.3378 -5.6875
C 0.3175 -2.1538 -4.5808
C 0.9230 -1.8421 -3.3751
C 3.3018 1.4426 -1.6994
C 2.4139 2.4975 -1.9247
C 2.8750 3.8045 -1.8244
C 4.2047 4.0500 -1.5175
C 5.0931 2.9969 -1.3340
C 4.6455 1.6880 -1.4132
H 4.3765 -0.7864 0.6802
H 6.1239 -2.4587 1.2150
H 6.7791 -4.1449 -0.4673
H 5.7323 -4.1436 -2.7030
H 3.9938 -2.4764 -3.2565
H 2.5804 0.9758 -4.3129
H 1.4950 0.4156 -6.4544
H 0.0535 -1.5807 -6.6301
H -0.3142 -3.0295 -4.6615
H 0.7500 -2.4617 -2.5064
H 1.3865 2.3040 -2.2114
H 2.1916 4.6284 -1.9815
H 4.5543 5.0697 -1.4297
H 6.1337 3.1952 -1.1171
H 5.3421 0.8744 -1.2610
C -2.8245 2.6683 0.0949
Sb -1.9673 0.7527 0.1015
C -3.1512 -0.5181 1.3305
C -1.9079 -0.3899 -1.6730
H -3.8867 2.5681 -0.1227
H -2.3113 3.2500 -0.6634
H -2.6790 3.1173 1.0748
H -3.8917 -1.0271 0.7140
H -3.6634 0.0555 2.1016
H -2.5025 -1.2518 1.8068
H -2.9008 -0.7759 -1.9012
H -1.2268 -1.2237 -1.5014
H -1.5278 0.2355 -2.4730
F 2.8476 2.6042 1.6739
Te 1.1572 1.9008 1.0401
F 0.0413 3.4168 0.9230
F 0.7512 2.1756 2.8730
F -0.3078 1.6345 -0.8995
F 1.9906 -0.0247 2.3542
O -0.4475 0.5438 1.3808
C -0.4262 -1.1889 6.5593
As -0.0435 -0.2500 4.9247
C 1.6727 0.5829 5.1772
C -1.4721 1.0162 4.6981
S -0.1569 -1.9060 3.5072
H -0.4775 -0.4650 7.3721
H 0.3636 -1.9097 6.7584
H -1.3813 -1.7010 6.4644
H 1.6831 0.9451 6.2052
H 1.7972 1.3971 4.4718
H 2.4440 -0.1706 5.0399
H -1.1869 1.9432 5.1936
H -2.3615 0.5910 5.1586
H -1.6115 1.2055 3.6405
N 1.8802 -2.9544 1.4811
C 0.9932 -3.7643 0.6817
C -0.1816 -4.2415 1.2652
C -1.1111 -4.8989 0.4713
C -0.8502 -5.0791 -0.8782
C 0.3443 -4.6447 -1.4419
C 1.2681 -3.9757 -0.6634
S -2.0633 -5.8198 -1.9120
O -1.7627 -5.3765 -3.2443
O -3.3286 -5.5731 -1.2824
O -1.9101 -7.3096 -1.9308
H 1.9948 -3.3238 2.4245
H 2.8064 -2.8334 1.0682
H -0.3664 -4.1054 2.3230
H -2.0375 -5.2589 0.8979
H 0.5335 -4.8150 -2.4933
H 2.2021 -3.6281 -1.0847
*
```

---

No. 2
Formula: C50H136N8O14
Source: OMol25
Level of theory: ωB97M-V/def2-TZVPD

Results
HOMO-LUMO gap ... 9.11 eV
Total energy ... -3477.48780 hartree
Maximum force ... 5.00 eV Å⁻¹

Structure (ORCA input):
```
! wB97M-V def2-TZVPD RIJCOSX def2/J DEFGRID3
* xyz 0 1
C -7.9642 -0.2025 1.2759
C -8.1605 1.1560 1.9703
C -9.6015 1.7195 2.0076
O -7.6902 1.0704 3.3069
H -8.5694 -1.0157 1.6765
H -6.9086 -0.4710 1.2346
H -8.3487 -0.0290 0.2709
H -7.6259 1.8796 1.3550
H -9.9874 2.0748 1.0522
H -9.5303 2.6781 2.5214
H -10.3153 1.1036 2.5547
H -6.8657 0.5797 3.3389
C 6.1898 0.2170 -7.1888
C 6.9396 -1.1693 -7.3792
C 8.3096 -1.3628 -6.7794
O 6.0289 -2.1811 -7.0496
H 6.8321 1.0695 -7.4100
H 5.8150 0.3691 -6.1767
H 5.2622 0.3185 -7.7521
H 7.0308 -1.2959 -8.4580
H 9.1182 -0.7560 -7.1868
H 8.7413 -2.3636 -6.7691
H 8.3796 -1.0105 -5.7503
H 6.0574 -2.2356 -6.0916
C -7.5041 6.7100 -3.6918
C -8.2173 5.2982 -3.6870
C -7.1869 4.1846 -3.4585
O -9.1237 5.3626 -2.5621
H -6.7074 6.7512 -4.4346
H -7.0547 7.0184 -2.7479
H -8.1227 7.5961 -3.8344
H -8.6437 5.3428 -4.6891
H -6.2998 4.3716 -4.0636
H -7.6012 3.1945 -3.6487
H -6.7817 4.2213 -2.4472
H -8.7516 5.6697 -1.7321
C -1.4968 -0.4775 -9.7664
C -1.2483 -1.6736 -10.6383
C -0.4032 -2.6947 -9.9285
O -2.4473 -2.2595 -10.9201
H -2.4578 -0.0018 -9.9619
H -0.7190 0.2644 -9.9467
H -1.4690 -0.7107 -8.7020
H -0.8965 -1.3935 -11.6312
H -0.8391 -2.7844 -8.9335
H 0.6165 -2.3217 -9.8323
H -0.4013 -3.6091 -10.5218
H -2.1981 -2.9176 -11.5730
C -0.9891 7.8363 0.4226
C 0.4244 7.3195 0.5882
C 1.2996 8.1938 -0.2540
O 0.6550 7.5176 1.8906
H -1.6586 7.3802 1.1519
H -1.3753 7.5363 -0.5515
H -1.0699 8.8960 0.6650
H 0.5140 6.2693 0.3105
H 1.5110 9.1964 0.1178
H 0.8657 8.1662 -1.2535
H 2.1972 7.6447 -0.5385
H 0.1874 8.2576 2.2848
C -3.9990 -5.6293 -5.5022
C -4.7102 -4.7879 -4.4877
C -4.5619 -5.3581 -3.0677
O -4.1447 -3.5012 -4.3962
H -4.0641 -5.3262 -6.5472
H -4.4435 -6.6233 -5.4530
H -2.9283 -5.5290 -5.3245
H -5.7335 -4.4953 -4.7228
H -5.0819 -4.7939 -2.2935
H -3.5105 -5.4282 -2.7889
H -4.9407 -6.3799 -3.0893
H -3.5374 -3.5315 -3.6532
C -1.5033 1.2862 -1.8170
C -0.2450 0.4519 -1.2471
C -0.4133 -1.0478 -1.0965
O 0.5470 -1.7838 -0.2712
C 0.6059 -1.4947 1.0411
N 0.8837 0.5703 -2.1730
H -2.3167 1.1350 -1.1074
H -1.8305 0.9457 -2.7994
H -1.2492 2.3450 -1.8650
H 0.1410 0.9298 -0.3467
H -0.5121 -1.5544 -2.0566
H -1.3289 -1.2574 -0.5435
H 1.2403 -2.3038 1.4032
H -0.3513 -1.6207 1.5471
H 0.9653 -0.4787 1.2046
H 0.7307 -0.2735 -2.7066
H 1.6799 0.4640 -1.5608
C 3.6810 -7.7249 -2.0757
C 3.4550 -6.6439 -3.2334
C 2.0795 -6.5123 -3.8062
O 1.5163 -7.8322 -3.9745
C 1.8606 -8.4350 -5.2205
N 3.8663 -5.3785 -2.5468
H 3.0772 -7.5828 -1.1794
H 4.7515 -7.6440 -1.8868
H 3.3874 -8.7258 -2.3919
H 4.1830 -6.7310 -4.0399
H 2.1908 -5.8835 -4.6895
H 1.3779 -6.0184 -3.1339
H 1.4155 -9.4275 -5.1509
H 2.8938 -8.5451 -5.5500
H 1.3352 -7.9827 -6.0616
H 3.1779 -5.1028 -1.8611
H 4.5871 -5.5081 -1.8513
C -1.3275 11.4111 -8.1889
C -0.7210 10.3254 -7.2641
C -1.3786 8.9308 -7.3660
O -0.6900 7.9298 -6.6868
C -1.1116 6.6552 -7.1073
N 0.7311 10.3123 -7.6118
H -2.4078 11.4590 -8.0519
H -1.1130 11.0796 -9.2048
H -0.9359 12.4100 -7.9965
H -0.9517 10.6432 -6.2473
H -1.5199 8.5907 -8.3919
H -2.3578 8.8914 -6.8889
H -0.5331 5.8345 -6.6831
H -1.0043 6.6265 -8.1916
H -2.1696 6.6026 -6.8505
H 0.8674 10.1684 -8.6021
H 1.0148 9.4134 -7.2490
C 3.4021 3.4113 6.9407
C 2.5541 2.6621 5.8674
C 0.9849 2.6857 6.0166
O 0.3995 2.1174 4.8130
C -0.9620 2.3240 4.5725
N 2.9460 3.2508 4.5862
H 3.1781 2.9155 7.8853
H 3.1616 4.4713 7.0214
H 4.4905 3.3554 6.9223
H 2.9481 1.6484 5.7949
H 0.7240 3.7372 6.1363
H 0.7611 2.1110 6.9154
H -1.5095 1.9704 5.4461
H -1.4766 1.8122 3.7593
H -1.2329 3.3771 4.4962
H 2.7770 4.2455 4.5393
H 2.3486 2.7714 3.9280
C -3.7809 0.3877 11.9550
C -3.2495 0.0396 10.5015
C -2.3712 -1.2743 10.3623
O -2.1325 -1.7549 9.0012
C -1.1253 -2.7450 8.8559
N -4.4883 -0.0426 9.7696
H -4.4377 1.2570 11.9247
H -2.9406 0.4491 12.6465
H -4.4999 -0.3048 12.3927
H -2.8005 0.8932 9.9937
H -2.5816 -2.1592 10.9629
H -1.4070 -0.9219 10.7286
H -0.9164 -2.8937 7.7965
H -1.3751 -3.7105 9.2958
H -0.1881 -2.4418 9.3227
H -4.9962 0.8282 9.8321
H -4.1871 -0.2365 8.8253
C -10.4505 -4.7935 7.3368
C -9.5150 -3.7599 6.6462
C -8.1115 -4.4601 6.2740
O -7.1669 -3.5708 5.6639
C -5.9461 -4.1976 5.2281
N -10.1806 -3.4010 5.4092
H -9.8671 -5.1679 8.1779
H -10.7359 -5.4957 6.5535
H -11.3306 -4.3302 7.7828
H -9.1866 -2.9271 7.2680
H -8.2522 -5.2895 5.5809
H -7.6730 -4.8370 7.1980
H -5.5502 -4.9656 5.8925
H -5.1706 -3.4565 5.0350
H -5.9513 -4.5901 4.2112
H -9.3796 -3.1498 4.8476
H -10.3887 -4.1983 4.8251
C 7.2878 -4.3665 6.7241
C 6.6178 -4.9223 5.4806
C 5.6049 -6.0453 5.6181
O 6.1820 -7.1142 6.3413
C 5.3902 -8.2235 6.5020
N 5.9168 -3.7562 4.9781
H 7.7389 -3.3742 6.7167
H 8.1283 -5.0552 6.8090
H 6.5448 -4.4863 7.5126
H 7.4218 -5.0998 4.7663
H 5.3615 -6.5437 4.6797
H 4.7442 -5.6751 6.1749
H 5.2395 -8.8356 5.6128
H 4.4093 -7.9520 6.8921
H 6.0074 -8.9209 7.0685
H 6.6319 -3.0560 4.8425
H 5.5080 -3.3827 5.8228
C 14.0900 1.4143 0.0678
C 12.6515 1.4957 -0.4212
C 11.6213 1.1106 0.6839
O 10.2257 1.5719 0.4198
C 9.6970 1.0541 -0.7797
N 12.5364 2.9136 -0.9535
H 14.8522 1.6210 -0.6835
H 14.3435 0.3928 0.3513
H 14.2247 1.9323 1.0173
H 12.5281 0.8347 -1.2791
H 11.9036 1.2697 1.7247
H 11.5950 0.0220 0.6369
H 8.7537 1.5722 -0.9526
H 9.5225 -0.0084 -0.6097
H 10.4424 1.2796 -1.5423
H 13.1520 3.4230 -0.3356
H 11.6062 3.2327 -0.7232
*
```

---

No. 3
Formula: H41O21
Source: OMol25
Level of theory: ωB97M-V/def2-TZVPD

Results
HOMO-LUMO gap ... 9.27 eV
Total energy ... -1604.49374 hartree
Maximum force ... 13.21 eV Å⁻¹

Structure (ORCA input):
```
! wB97M-V def2-TZVPD RIJCOSX def2/J DEFGRID3
* xyz -1 1
O -2.2239 -3.3971 3.4075
H -4.5656 0.7186 0.1709
H -2.1432 -2.5268 2.9163
O -4.4177 1.6798 0.1244
H -0.0639 4.2723 2.5364
H -3.1096 1.3784 3.6288
O 1.5412 1.0615 -4.8110
H -2.1267 -1.6917 1.1466
H 2.4429 5.0042 -0.0343
O -1.1690 -1.5350 1.3316
H 1.1723 4.9694 -0.8873
H 0.2422 -0.9754 -1.5244
O 0.2351 -1.6869 -1.9304
H -0.0574 -2.5560 -1.8161
H 1.5833 0.9801 -1.1973
O 4.7412 0.6471 -2.3863
H -1.1365 0.6833 -1.0725
H 4.4432 1.7199 -2.4334
O -0.3466 0.7491 -0.7303
H -0.4150 -1.2550 3.5018
H 3.2556 2.3328 1.3689
O -0.7915 -0.5928 -4.7108
H -1.3982 -0.5358 1.8128
H 3.9513 0.4032 -2.8330
O 2.5688 0.2333 2.0054
H -0.4118 -0.9511 -3.9510
H -3.7034 1.7830 0.8993
O 1.8756 1.3436 -2.1076
H 1.0838 0.3597 -4.4287
H -2.5592 1.5213 2.1279
O 0.9200 -2.6560 2.5468
H 1.0930 -4.5510 -2.7436
H 0.0029 -2.4838 2.1462
O -2.9444 -2.6439 -3.2343
H 1.4624 1.8876 -4.1852
H -3.0366 -3.4430 -2.7870
O 1.9548 4.4578 -0.7959
H 3.0789 -0.2847 1.4317
H 1.6743 -0.2133 1.9511
O -0.0317 2.9948 -1.9435
H 0.1607 2.4708 -1.1924
H -0.9683 2.6501 -2.0791
O -1.2180 -0.8808 3.7952
H -1.9223 -3.8917 0.8631
H -2.1370 -2.3553 -3.4329
O 1.5641 -4.1362 -2.0222
H 1.6722 2.3039 -2.1657
O -3.4041 1.2755 2.6452
H -1.6867 -4.0346 2.8602
H 1.5198 -3.1901 -2.1302
O 3.4069 2.9726 2.1342
H -0.5482 0.7641 2.6712
H 3.6739 2.3915 2.8474
O -1.0353 0.8420 1.8744
H -0.7977 -4.3522 0.0116
H -0.5191 0.8648 0.4100
O -1.3397 -4.6020 0.8926
H -0.3179 0.0884 -5.1395
H -1.4225 -1.4201 4.5292
O 0.5949 4.3992 3.3909
H 1.2289 3.7140 3.3506
H 0.8244 -3.0755 3.3761
*
```

---

No. 4
Formula: C10H10N2O2
Source: OMol25
Level of theory: ωB97M-V/def2-TZVPD

Results
HOMO-LUMO gap ... 9.31 eV
SMILES ... O=c1cc[nH]c(=O)[nH]1.c1ccccc1
Total energy ... -646.97550 hartree
Maximum force ... 6.24 eV Å⁻¹

Structure (ORCA input):
```
! wB97M-V def2-TZVPD RIJCOSX def2/J DEFGRID3
* xyz 0 1
O 0.8995 -0.9344 3.0930
C 0.3884 -0.1236 2.2365
C 0.8656 1.3259 2.4862
C 0.2605 2.3583 1.7349
N -0.9990 2.0743 1.2705
C -1.3824 0.7786 0.8100
O -2.3980 0.5053 0.1567
N -0.5289 -0.2982 1.2366
H 1.8470 1.4764 2.9365
H 0.3193 3.4247 1.8472
H -1.1856 2.7996 0.6494
H -0.9478 -1.2506 1.2439
C 0.6060 -2.1785 -1.4277
C -0.5758 -1.4820 -1.6009
C -0.6560 -0.3514 -2.2699
C 0.4412 0.2565 -2.9099
C 1.5714 -0.5142 -2.9832
C 1.6538 -1.7169 -2.3376
H 0.8396 -3.0514 -0.6704
H -1.2018 -1.6825 -0.7774
H -1.5579 0.2097 -2.2135
H 0.3498 1.1073 -3.3633
H 2.4783 -0.1670 -3.3438
H 2.7066 -1.9826 -2.2858
*
```